Entry 1:
The following is a quantum chemistry calculation of the molecule C5H10, from the Open Molecules 2025 dataset.

Computed properties:
charge: 0
gap between HOMO and LUMO: 9.1 eV
LUMO: 1.0 eV
electronic energy: -5343.5957 eV
energy above the lowest of the compared OMol25 structures with the same formula, charge and spin: 84.64 kcal/mol

XYZ file:
```
15
Properties=species:S:1:pos:R:3:forces:R:3:nbo_charge:R:1
C -1.8169 -0.8027 -0.2134 -0.02 0.06 -0.04 -0.77
C -1.2171 -0.2122 1.0121 0.20 -0.19 -0.22 0.14
C 0.2319 -0.4752 1.0839 -0.05 -0.05 0.14 -0.55
C 0.5913 0.8736 0.3646 0.08 0.13 -0.03 -0.38
C 1.4044 0.6780 -0.9104 0.03 -0.02 -0.07 -0.60
H -1.1427 -1.1585 -1.0134 -0.06 0.09 0.19 0.18
H -2.6405 -0.2138 -0.6318 0.11 -0.12 0.12 0.23
H -2.2878 -1.6968 0.2341 0.01 0.05 -0.05 0.27
H -0.3348 1.4199 0.1167 0.08 -0.02 0.04 0.23
H 0.6409 -0.4958 2.0979 -0.08 0.04 -0.18 0.22
H 0.6275 -1.3271 0.5043 -0.13 0.16 0.03 0.18
H 1.1078 1.5231 1.0762 -0.09 -0.11 -0.09 0.22
H 2.3754 0.2191 -0.6949 -0.15 0.05 -0.03 0.21
H 0.8773 0.0294 -1.6200 0.09 0.10 0.12 0.21
H 1.5836 1.6390 -1.4059 -0.02 -0.15 0.08 0.21
```
Forces are in eV/Å.


Entry 2:
The following is a quantum chemistry calculation of C8H16NO10P2S4 as an isolated structure, from the Open Molecules 2025 dataset.

Computed properties:
charge: -3
gap between HOMO and LUMO: 1.6 eV
LUMO: 5.7 eV
electronic energy: -92434.8246 eV

XYZ file:
```
41
Properties=species:S:1:pos:R:3:forces:R:3:nbo_charge:R:1
O 1.7052 -0.1491 4.3141 -2.04 0.09 -0.32 -0.96
S 0.3000 0.3360 4.1833 1.73 1.85 -0.80 1.71
O 0.2491 1.2069 2.7805 -0.20 -2.27 1.71 -0.65
C 0.4500 0.3712 1.6063 -0.21 0.68 -2.17 -0.14
C 1.2042 1.2575 0.5354 -0.67 -0.85 0.17 -0.43
C 0.2383 1.9919 -0.4592 0.67 -0.78 1.04 -0.51
S 1.2869 2.8753 -1.7065 -0.18 -0.02 -0.82 0.14
C 2.1145 1.6617 -2.7561 1.05 -0.58 0.29 -0.13
S 3.7787 1.4255 -2.4878 -0.90 0.36 -0.27 -0.34
N 1.4967 0.9330 -3.8170 -0.37 0.11 2.40 -0.48
C 0.0480 0.7624 -3.6842 -1.63 -0.52 -0.49 -0.27
C -0.3747 -0.6649 -3.1771 -0.35 1.37 -0.97 -0.10
O -0.1519 -1.5475 -4.2910 0.56 0.04 0.13 -0.55
C 1.1651 -1.3869 -4.8180 0.83 -0.41 0.49 -0.09
C 2.0882 -0.4033 -4.0097 0.00 -0.77 -1.38 -0.27
O -0.7035 -0.9770 3.8245 0.99 -1.07 2.62 -0.88
P -0.9409 -1.9937 5.1521 -1.20 -0.49 -0.97 1.99
O -1.8669 -1.2100 6.2832 2.29 -0.37 -0.96 -0.98
O 0.5011 -2.3755 5.9021 -1.59 1.53 -0.55 -0.98
S -1.8245 -3.6295 4.5850 0.40 0.28 0.12 -0.67
H 1.0426 -0.5370 1.8340 -0.26 0.60 0.13 0.17
H -0.5590 0.1373 1.1927 0.27 -0.02 0.62 0.30
H 1.8406 1.9627 1.1022 -0.15 -0.20 -0.56 0.21
H 1.8394 0.5815 -0.0777 -0.09 0.40 0.47 0.19
H -0.3588 2.7284 0.1226 0.06 -0.30 -0.79 0.29
H -0.4465 1.2769 -0.9463 0.11 0.48 0.44 0.24
H -0.3790 0.8147 -4.7154 0.14 0.00 0.65 0.18
H -0.4817 1.5332 -3.1005 0.77 -0.15 -0.15 0.25
H 0.1521 -0.9722 -2.2563 -0.29 0.03 -0.35 0.19
H -1.4709 -0.6375 -3.0345 0.64 -0.18 0.27 0.23
H 1.1746 -1.1644 -5.9080 -0.43 0.20 0.57 0.16
H 1.6598 -2.3847 -4.7186 -0.11 0.59 -0.16 0.16
H 2.3117 -0.9176 -3.0503 0.11 0.63 -0.41 0.20
H 3.0060 -0.2856 -4.6180 -0.31 -0.25 0.67 0.22
H -2.7910 -1.4297 6.1142 -0.12 0.07 -0.46 0.53
H 0.5767 -3.3316 5.7931 -0.20 -0.05 -0.12 0.51
O -3.0569 -0.5178 2.2187 0.38 -0.50 0.22 -1.25
P -3.5830 0.8328 1.6612 -0.59 -0.14 0.62 2.49
O -4.8124 0.5677 0.7605 -0.15 -0.06 -0.46 -1.21
O -2.4560 1.4998 0.8286 0.97 0.35 -0.84 -1.25
O -3.9721 1.7589 2.8378 0.07 0.30 0.37 -1.25
```
Forces are in eV/Å.